[1]
This record from OMol25 describes an isolated molecule of C2H4N2 in a non-equilibrium geometry. The level of theory is the ωB97M-V functional and the def2-TZVPD basis.

```
8
Properties=species:S:1:pos:R:3:forces:R:3:nbo_charge:R:1
C 0.973393 -0.773267 -0.120197 3.7 4.6 3.1 -0.267
C 0.015770 0.336598 0.140871 -3.7 -2.6 0.1 -0.624
N 3.317892 0.281337 0.164091 -5.7 -2.2 -0.1 -0.005
N 2.229810 -0.166044 0.059874 3.2 -0.6 -1.1 0.050
H 0.863695 -1.474279 -0.851651 0.2 -1.8 -1.8 0.220
H 0.072082 1.090214 -0.538338 0.4 2.2 -2.4 0.196
H 0.101805 0.837781 1.062194 0.1 0.0 1.6 0.217
H -1.084279 -0.014694 -0.003917 1.8 0.3 0.6 0.214
```
Positions in Å, forces in eV/Å.

- Energy above the lowest of the compared OMol25 structures with the same formula, charge and spin: 283.0 kJ/mol
- HOMO level: -0.302 Ha
- HOMO-LUMO gap: 8.876 eV

[2]
This record from OMol25 describes a structure of composition C2H4N2 in a non-equilibrium geometry. The level of theory is the ωB97M-V functional and the def2-TZVPD basis.

```
8
Properties=species:S:1:pos:R:3:forces:R:3:nbo_charge:R:1
C -0.244436 -1.112768 1.295642 1.5 7.9 -2.6 -0.089
C 0.396409 1.085949 -1.320832 -5.9 -5.7 4.0 -0.104
H 0.211522 -0.411608 2.107786 -0.9 -1.8 -0.9 0.170
H -0.442852 -2.122909 1.434794 -0.5 -1.5 -0.2 0.198
H -0.132859 0.036660 -1.964330 2.6 3.4 1.3 0.212
H 0.713901 2.021450 -1.640213 0.6 1.4 -0.7 0.192
N -0.400229 -0.453048 0.124587 -0.6 -2.5 2.3 -0.308
N -0.101455 0.956275 -0.037435 3.1 -1.2 -3.3 -0.271
```
Positions in Å, forces in eV/Å.

- Energy above the lowest of the compared OMol25 structures with the same formula, charge and spin: 408.1 kJ/mol
- HOMO level: -0.342 Ha
- HOMO-LUMO gap: 9.376 eV

[3]
This record from OMol25 describes a structure of composition C2H4N2O in a non-equilibrium geometry. The level of theory is the ωB97M-V functional and the def2-TZVPD basis.

```
9
Properties=species:S:1:pos:R:3:forces:R:3:nbo_charge:R:1
C 1.039101 -0.942648 0.020204 -0.6 1.1 0.1 0.143
C -1.125317 0.457325 -0.006178 -0.4 -0.1 0.0 -0.428
N 2.241307 -0.439319 -0.058068 -1.1 2.5 0.0 -0.134
N 0.255696 0.122452 0.102247 0.5 -0.2 0.0 -0.121
O 1.277020 1.094784 -0.015457 1.4 -3.2 -0.1 -0.322
H 0.747986 -1.977874 0.056990 0.1 -0.2 0.0 0.207
H -1.663980 0.176969 0.904298 0.0 0.1 -0.1 0.207
H -1.178865 1.537471 -0.135665 0.0 0.0 0.0 0.242
H -1.592945 -0.029164 -0.868374 0.0 0.1 0.1 0.206
```
Positions in Å, forces in eV/Å.

- Energy above the lowest of the compared OMol25 structures with the same formula, charge and spin: 503.3 kJ/mol
- HOMO level: -0.331 Ha
- HOMO-LUMO gap: 9.138 eV

[4]
This record from OMol25 describes an isolated molecule of C2H4N2O in a non-equilibrium geometry. The level of theory is the ωB97M-V functional and the def2-TZVPD basis.

```
9
Properties=species:S:1:pos:R:3:forces:R:3:nbo_charge:R:1
O 1.958497 -0.322496 -0.068874 -0.7 0.9 0.1 -0.683
C 0.591032 -0.124758 -0.094057 0.3 -0.2 1.4 0.375
C -0.452855 -0.936023 -0.095861 -0.6 2.0 -0.4 -0.176
N -1.513016 0.120780 -0.176242 6.2 0.4 -2.8 -0.430
N -0.151402 1.083067 0.141836 -2.3 -0.5 -1.0 -0.477
H 2.427850 0.230208 0.604259 -1.0 -0.5 -0.7 0.496
H -0.572561 -1.945068 -0.191053 -0.5 -2.4 -0.2 0.197
H -2.064681 0.239337 0.581924 -1.9 0.1 3.5 0.341
H -0.222867 1.654955 -0.701932 0.5 0.2 0.1 0.357
```
Positions in Å, forces in eV/Å.

- SMILES string: Oc1c[nH][nH]1
- Energy above the lowest of the compared OMol25 structures with the same formula, charge and spin: 355.7 kJ/mol
- HOMO level: -0.315 Ha
- HOMO-LUMO gap: 9.271 eV

[5]
This record from OMol25 describes an isolated molecule of C2H4N2O. The level of theory is the ωB97M-V functional and the def2-TZVPD basis.

```
9
Properties=species:S:1:pos:R:3:forces:R:3:nbo_charge:R:1
N -0.646662 1.171536 0.153045 -0.1 -0.1 0.0 -0.797
C -0.657197 -0.049611 0.636864 0.1 0.0 -0.1 0.338
N 0.432580 -0.765467 0.384338 -0.1 0.0 0.1 -0.692
C 1.155184 -0.112380 -0.961196 0.6 -0.3 -0.3 0.413
O 2.080571 -0.699857 -1.401769 -0.6 0.3 0.4 -0.543
H -1.519649 1.678888 0.120839 0.1 -0.1 0.1 0.388
H -1.517332 -0.476245 1.164635 0.2 0.1 -0.1 0.175
H 0.444022 -1.751762 0.614178 0.0 0.1 0.0 0.393
H 0.228487 1.004898 -0.710930 -0.1 0.0 0.0 0.323
```
Positions in Å, forces in eV/Å.

- Energy above the lowest of the compared OMol25 structures with the same formula, charge and spin: 192.6 kJ/mol
- HOMO level: -0.308 Ha
- HOMO-LUMO gap: 9.196 eV

[6]
This record from OMol25 describes an isolated molecule of C2H4N2O in a non-equilibrium geometry. The level of theory is the ωB97M-V functional and the def2-TZVPD basis.

```
9
Properties=species:S:1:pos:R:3:forces:R:3:nbo_charge:R:1
C -0.024616 1.167494 -0.032309 1.7 -2.4 -1.5 0.014
N -1.280554 0.513341 0.052924 -0.4 0.0 -0.3 -0.120
N -1.130219 -0.687960 -0.081088 -1.1 -1.9 0.7 -0.121
C 0.277792 -1.111195 0.024703 0.0 0.6 -1.4 0.014
O 0.990508 0.097614 -0.104711 -0.3 0.6 -0.8 -0.541
H -0.069900 1.702580 -0.957481 0.4 0.7 -0.5 0.191
H 0.284851 1.711202 0.778135 0.1 1.9 2.0 0.193
H 0.425599 -1.434167 1.026881 -0.1 -0.9 0.9 0.178
H 0.526535 -1.958908 -0.707058 -0.3 1.5 0.8 0.192
```
Positions in Å, forces in eV/Å.

- SMILES string: C1N=NCO1
- Energy above the lowest of the compared OMol25 structures with the same formula, charge and spin: 213.6 kJ/mol
- HOMO level: -0.362 Ha
- HOMO-LUMO gap: 10.659 eV

[7]
This record from OMol25 describes a cluster of 2 separate species, C2H4N2O in total in a non-equilibrium geometry. The level of theory is the ωB97M-V functional and the def2-TZVPD basis.

```
9
Properties=species:S:1:pos:R:3:forces:R:3:nbo_charge:R:1
C 1.482407 0.576259 0.112961 -0.9 -0.3 -0.8 -0.098
C -0.137680 1.199308 -1.562938 -0.6 -0.5 1.6 0.890
N 0.587707 0.471525 -0.861447 1.6 0.1 0.1 -0.475
N -1.689412 0.607193 0.014309 1.2 -0.3 0.9 -0.893
O -0.574106 1.836341 -2.429121 0.0 0.2 -0.5 -0.474
H 1.729600 1.538120 0.578021 -0.2 -0.5 -0.2 0.187
H 1.924844 -0.376102 0.413302 0.0 0.6 0.1 0.191
H -2.336539 1.283772 -0.360445 -0.9 -0.6 -0.4 0.331
H -1.959539 -0.404595 0.034988 -0.2 1.4 -0.8 0.341
```
Positions in Å, forces in eV/Å.

- Energy above the lowest of the compared OMol25 structures with the same formula, charge and spin: 398.8 kJ/mol
- HOMO level (spin up / spin down): -0.285 / -0.359 Ha
- HOMO-LUMO gap (spin up / spin down): 7.178 / 9.523 eV

[8]
This record from OMol25 describes an isolated molecule of C2H4N2O in a non-equilibrium geometry. The level of theory is the ωB97M-V functional and the def2-TZVPD basis.

```
9
Properties=species:S:1:pos:R:3:forces:R:3:nbo_charge:R:1
C 1.361046 -0.563939 0.048343 -3.4 1.3 5.8 0.007
C -1.180191 0.549361 0.013072 -2.2 -1.3 -0.4 0.013
N 1.059539 0.699797 -0.080242 -1.5 0.6 1.1 -0.097
N 0.035166 1.356669 0.095873 3.0 0.8 -1.1 -0.010
O -1.004906 -0.724885 0.010170 1.4 -1.7 0.5 -0.700
H 1.856568 -1.030623 -0.655732 2.4 -2.2 -3.7 0.187
H 1.427142 -1.008705 1.148434 -0.2 1.2 -2.5 0.238
H -1.713187 0.924777 0.917289 0.0 0.2 -0.1 0.185
H -1.756159 0.817585 -0.911091 0.5 1.1 0.5 0.177
```
Positions in Å, forces in eV/Å.

- Energy above the lowest of the compared OMol25 structures with the same formula, charge and spin: 469.6 kJ/mol
- HOMO level (spin up / spin down): -0.323 / -0.323 Ha
- HOMO-LUMO gap (spin up / spin down): 7.930 / 7.931 eV

[9]
This record from OMol25 describes a cluster of 2 separate species, C2H4N2O in total. The level of theory is the ωB97M-V functional and the def2-TZVPD basis.

```
9
Properties=species:S:1:pos:R:3:forces:R:3:nbo_charge:R:1
C 0.642242 -1.121930 -0.879776 0.3 -0.2 -0.2 -0.287
N -1.456228 0.851692 1.352498 0.2 -0.2 -0.2 -0.480
O 0.151975 -0.120928 -0.091365 -0.2 0.4 0.4 -0.429
C -0.401096 1.534175 1.222075 0.2 0.0 -0.1 0.432
N 0.697618 1.953355 1.042262 -0.3 -0.3 -0.1 -0.220
H -2.162538 1.072576 0.649900 0.1 0.1 0.0 0.388
H 0.650451 -2.097940 -0.368789 -0.1 0.1 0.0 0.187
H 1.711561 -0.884397 -1.057687 -0.1 0.0 0.0 0.235
H 0.166015 -1.186603 -1.869119 0.0 0.0 0.1 0.173
```
Positions in Å, forces in eV/Å.

- Energy above the lowest of the compared OMol25 structures with the same formula, charge and spin: 568.7 kJ/mol
- HOMO level (spin up / spin down): -0.371 / -0.370 Ha
- HOMO-LUMO gap (spin up / spin down): 6.912 / 6.866 eV

[10]
This record from OMol25 describes an isolated molecule of C2H4N2O in a non-equilibrium geometry. The level of theory is the ωB97M-V functional and the def2-TZVPD basis.

```
9
Properties=species:S:1:pos:R:3:forces:R:3:nbo_charge:R:1
C -1.018200 0.503328 -0.061812 -2.5 2.6 2.4 -0.445
N 0.311740 0.119152 0.186111 0.4 -1.1 0.4 -0.110
C 0.950139 -1.077361 0.069122 4.7 4.4 -0.9 0.060
N 2.250558 -0.305627 -0.079262 -4.3 -4.0 0.7 -0.194
O 1.470271 0.858680 0.054966 -1.1 0.1 -0.3 -0.186
H -1.422031 1.441617 0.515755 1.6 -1.3 -0.7 0.221
H -1.354674 0.727069 -1.041312 0.3 -0.2 -1.5 0.204
H -1.726882 -0.196890 0.394746 0.6 -0.6 -0.3 0.234
H 0.539080 -2.069964 -0.038313 0.4 0.0 0.1 0.216
```
Positions in Å, forces in eV/Å.

- SMILES string: Cn1cno1
- Energy above the lowest of the compared OMol25 structures with the same formula, charge and spin: 543.2 kJ/mol
- HOMO level: -0.326 Ha
- HOMO-LUMO gap: 9.622 eV